1.
{"formula": "C47H35BrN5O6S2Ti", "method": "ωB97M-V/def2-TZVPD", "species": ["Ti", "O", "C", "O", "C", "C", "C", "C", "C", "C", "N", "C", "C", "C", "C", "C", "C", "N", "H", "H", "H", "H", "H", "H", "H", "H", "H", "H", "C", "C", "C", "C", "N", "C", "C", "C", "C", "C", "C", "C", "H", "H", "H", "H", "H", "H", "H", "H", "O", "O", "S", "C", "C", "C", "N", "C", "C", "C", "C", "C", "N", "C", "C", "H", "H", "H", "H", "H", "H", "H", "H", "S", "C", "C", "C", "C", "C", "C", "H", "H", "H", "H", "H", "Br", "C", "C", "C", "C", "C", "C", "C", "O", "O", "H", "H", "H", "H"], "xyz": [[0.19458, 0.30057, -0.46456], [-0.84021, -6.23245, -5.17318], [-0.22346, -5.92416, -4.00661], [0.22216, -6.80007, -3.32362], [-0.12687, -4.46911, -3.65394], [-0.84886, -3.47683, -4.30931], [-0.68866, -2.14848, -3.95298], [0.19397, -1.81838, -2.93267], [0.87808, -2.79740, -2.22820], [0.72136, -4.11926, -2.60721], [0.36997, -0.44414, -2.57922], [0.50523, 0.40866, -3.51183], [0.55646, 1.84262, -3.18485], [0.78271, 2.79792, -4.15561], [0.78683, 4.13476, -3.77034], [0.54633, 4.44122, -2.44722], [0.31934, 3.41305, -1.53521], [0.33726, 2.13724, -1.89733], [-1.07836, -5.42938, -5.64846], [-1.58345, -3.71005, -5.07205], [-1.29513, -1.38317, -4.42018], [1.54921, -2.52636, -1.42121], [1.25509, -4.90140, -2.08574], [0.58562, 0.10921, -4.55728], [0.94950, 2.50138, -5.18228], [0.96348, 4.91567, -4.49780], [0.52141, 5.46554, -2.10285], [0.10877, 3.61012, -0.49263], [4.75063, 0.67873, -1.58265], [5.21205, 1.44667, -0.52569], [4.30073, 2.00563, 0.34668], [2.93351, 1.80659, 0.14916], [2.49746, 1.04837, -0.87447], [3.38671, 0.49530, -1.69763], [1.90544, 2.33344, 1.06934], [2.22785, 3.33622, 1.98916], [1.28313, 3.77383, 2.89902], [0.01254, 3.21172, 2.89067], [-0.31711, 2.24476, 1.95120], [0.61322, 1.78664, 1.01692], [5.42316, 0.18883, -2.27192], [6.27387, 1.58293, -0.36401], [4.64259, 2.55829, 1.20878], [2.99245, -0.15097, -2.47213], [3.21619, 3.77889, 2.00331], [1.53980, 4.54000, 3.61996], [-0.72543, 3.52422, 3.61966], [-1.31289, 1.82555, 1.97108], [-0.82490, -1.21288, -0.12064], [-2.23156, -1.22049, -0.28853], [-6.41791, 1.12167, -0.82252], [-4.64155, 1.01336, -0.71838], [-4.06859, 0.18993, 0.16535], [-2.58256, 0.06513, 0.23189], [-1.80829, 1.01149, -0.56207], [-2.48718, 1.78450, -1.43825], [-3.83964, 1.84333, -1.57810], [-6.78188, -0.20214, -1.92794], [-8.06480, -0.74078, -1.92454], [-8.37250, -1.74178, -2.83050], [-7.50940, -2.24551, -3.70927], [-6.27904, -1.73304, -3.68686], [-5.86585, -0.72117, -2.83819], [-4.64513, -0.42124, 0.84609], [-2.22957, 0.06430, 1.27002], [-1.90221, 2.42330, -2.08563], [-4.29608, 2.52315, -2.28164], [-8.80888, -0.39279, -1.21964], [-9.36950, -2.17023, -2.83978], [-5.57598, -2.15620, -4.39708], [-4.84818, -0.35543, -2.87022], [-1.09126, -0.96642, 3.44548], [-0.22937, -0.80877, 4.94868], [-0.26571, 0.37158, 5.71911], [0.46299, 0.51198, 6.88951], [1.26714, -0.52236, 7.35969], [1.31293, -1.70196, 6.62270], [0.58715, -1.84082, 5.45165], [-0.88579, 1.18718, 5.36425], [0.40410, 1.44355, 7.44353], [1.84331, -0.41139, 8.26963], [1.93581, -2.52363, 6.96091], [0.64522, -2.76092, 4.88179], [5.30283, 0.25771, 5.93880], [4.44679, -0.27225, 4.32382], [3.09823, -0.01945, 4.16019], [2.48879, -0.39788, 2.96928], [3.23391, -1.02717, 1.97832], [4.58471, -1.29970, 2.17725], [5.20383, -0.91790, 3.35395], [2.61285, -1.35987, 0.65748], [3.20704, -2.01395, -0.19237], [1.43922, -0.84390, 0.47467], [2.51514, 0.43856, 4.94957], [1.42201, -0.24556, 2.82970], [5.13771, -1.80013, 1.39279], [6.25330, -1.11595, 3.52401]], "atomic_forces_ev_per_a": [[0.10, 0.30, 0.57], [0.01, -0.01, -0.02], [-0.01, 0.04, 0.05], [0.00, 0.00, -0.02], [-0.01, -0.06, -0.03], [-0.01, 0.04, 0.02], [-0.07, -0.09, 0.00], [-0.01, 0.20, 0.04], [0.07, -0.07, -0.06], [0.01, 0.05, 0.02], [-0.02, 0.01, -0.14], [0.04, 0.16, 0.04], [-0.05, -0.29, 0.00], [0.01, 0.16, 0.03], [0.01, -0.11, -0.09], [-0.02, 0.03, 0.11], [0.04, 0.00, -0.08], [0.05, 0.06, -0.07], [0.00, 0.00, 0.00], [0.00, 0.00, 0.00], [0.01, 0.01, 0.00], [-0.01, 0.00, 0.01], [0.00, -0.01, 0.00], [-0.05, -0.01, 0.01], [0.00, 0.00, 0.00], [0.00, 0.00, 0.00], [0.00, 0.00, 0.00], [0.00, 0.01, 0.00], [0.00, 0.01, 0.01], [0.00, -0.01, -0.01], [-0.01, 0.03, 0.00], [0.02, -0.01, 0.01], [0.00, -0.04, 0.05], [-0.02, 0.02, -0.08], [0.00, 0.01, 0.01], [0.00, -0.02, -0.01], [-0.01, 0.00, 0.00], [0.00, 0.01, 0.01], [0.03, 0.00, -0.01], [-0.05, -0.05, -0.08], [0.00, 0.00, 0.00], [0.00, 0.00, 0.00], [0.00, 0.00, 0.00], [-0.01, 0.00, 0.01], [0.00, 0.00, 0.01], [0.00, 0.00, 0.00], [0.00, 0.00, 0.00], [0.00, 0.00, 0.01], [-0.03, -0.18, -0.05], [0.00, 0.03, -0.03], [-0.02, -0.11, 0.12], [0.02, 0.08, -0.11], [0.00, 0.00, 0.03], [0.00, -0.07, -0.08], [0.09, 0.03, 0.03], [-0.01, -0.07, -0.08], [-0.02, -0.03, 0.01], [0.05, 0.04, -0.06], [-0.03, 0.05, -0.04], [-0.01, 0.00, 0.02], [0.02, 0.00, -0.01], [-0.02, 0.00, -0.01], [0.02, -0.04, 0.08], [0.00, 0.02, 0.01], [0.00, -0.01, 0.01], [0.00, 0.01, 0.02], [0.00, 0.00, 0.00], [0.00, 0.00, -0.01], [0.00, 0.00, 0.00], [0.00, 0.00, 0.00], [0.00, -0.01, 0.00], [0.01, 0.00, 0.06], [-0.03, 0.12, 0.01], [-0.02, 0.04, -0.06], [0.04, 0.00, 0.04], [-0.02, 0.01, -0.06], [0.03, 0.00, 0.04], [-0.03, -0.06, -0.04], [0.00, 0.00, 0.01], [0.00, 0.00, 0.00], [0.00, 0.00, 0.01], [0.00, 0.00, 0.00], [0.00, 0.00, 0.01], [-0.01, 0.00, 0.01], [0.03, -0.01, -0.01], [-0.05, -0.01, 0.02], [0.04, -0.06, 0.01], [0.01, 0.00, 0.01], [-0.01, 0.05, -0.01], [-0.02, 0.01, 0.01], [-0.01, 0.17, 0.10], [0.00, -0.04, 0.04], [-0.08, -0.30, -0.35], [0.02, 0.00, -0.01], [0.00, 0.01, 0.01], [0.00, -0.01, 0.00], [0.00, 0.00, 0.00]], "mulliken_charge": [-0.3159, -0.4916, 0.5538, -0.5471, 1.1350, -1.0903, -1.1943, -0.0944, -0.1244, -1.0696, 1.1698, -0.9778, 0.4543, -0.7828, -0.7720, -0.9612, -0.3442, 1.3060, 0.2786, 0.2001, 0.4943, 0.4643, 0.5116, 0.6155, 0.5246, 0.4259, 0.5016, 0.5671, -0.9802, -0.8092, -0.7384, 0.5147, 0.7329, -0.4064, 1.7231, -1.1663, -1.2202, -0.6758, -0.3494, 1.7764, 0.4347, 0.4029, 0.4241, 0.3392, 0.3653, 0.3452, 0.3703, 0.0927, -0.5172, -0.2363, -0.2811, -0.0215, -1.0438, 0.9720, 0.8659, -0.2939, -1.0698, 0.5672, -0.4230, -0.2888, -0.6294, -0.4081, -0.2894, 0.5530, -0.4772, 0.2549, 0.4274, 0.3502, 0.3423, 0.3686, 0.3619, -0.4072, 0.1931, -0.3439, -0.5680, -0.4719, -0.4790, -0.4497, 0.3150, 0.3369, 0.3709, 0.3581, 0.3454, -0.2397, -0.2670, -0.7638, 0.8400, 0.2775, -0.4671, -0.6424, -0.1823, -0.7841, -0.0905, 0.7403, -0.2173, 0.4888, 0.4112], "homo_lumo_gap_ev": 3.31, "total_charge": -1, "e_lumo_ev": 0.164}

***

2.
{"formula": "C47H36BF4N4O3PTa", "method": "ωB97M-V/def2-TZVPD", "species": ["Ta", "O", "C", "C", "C", "C", "C", "C", "C", "O", "N", "N", "C", "C", "C", "C", "C", "C", "C", "O", "H", "H", "H", "H", "H", "H", "H", "H", "H", "H", "C", "C", "C", "C", "C", "C", "C", "C", "C", "C", "C", "C", "C", "C", "C", "N", "H", "H", "H", "H", "H", "H", "H", "H", "H", "H", "N", "C", "C", "C", "C", "C", "C", "P", "C", "C", "C", "C", "C", "C", "C", "C", "C", "C", "C", "C", "H", "H", "H", "H", "H", "H", "H", "H", "H", "H", "H", "H", "H", "H", "H", "H", "F", "B", "F", "F", "F"], "xyz": [[-0.63220, 0.58881, -0.35543], [-5.01253, 2.00860, -3.41947], [-4.06775, 1.52029, -4.23894], [-4.45995, 1.19315, -5.53797], [-3.54800, 0.67526, -6.43040], [-2.21601, 0.46807, -6.06151], [-1.82165, 0.79304, -4.78493], [-2.73120, 1.32155, -3.85654], [-2.27988, 1.57795, -2.49909], [-1.02263, 1.25159, -2.17583], [-3.06629, 2.01005, -1.56632], [-2.35077, 1.97023, -0.37571], [-2.79637, 2.66687, 0.60638], [-1.94536, 3.03570, 1.71035], [-2.48289, 3.71710, 2.81068], [-1.65835, 4.30428, 3.74318], [-0.27484, 4.26747, 3.54752], [0.27991, 3.61411, 2.46438], [-0.55116, 2.94689, 1.56685], [-0.00437, 2.22506, 0.56937], [-4.62206, 2.16268, -2.53791], [-5.49238, 1.35787, -5.81356], [-3.87331, 0.42892, -7.43289], [-1.50650, 0.06423, -6.76992], [-0.79379, 0.65304, -4.47573], [-3.78386, 3.11234, 0.51338], [-3.55961, 3.78165, 2.90888], [-2.07754, 4.81544, 4.59789], [0.37912, 4.76045, 4.25539], [1.35020, 3.58371, 2.31188], [-4.33966, -1.93700, -0.63043], [-3.99807, -2.88758, -1.58500], [-2.74745, -2.85478, -2.17577], [-1.83942, -1.86132, -1.81132], [-2.14958, -0.91576, -0.82740], [-3.41935, -0.96945, -0.25697], [-0.51148, -1.73308, -2.42518], [-0.09716, -2.49994, -3.54058], [1.14226, -2.31989, -4.06622], [1.99761, -1.32955, -3.52784], [3.28493, -1.04104, -4.03966], [4.03496, -0.03171, -3.50818], [3.52256, 0.74756, -2.44717], [2.28688, 0.47434, -1.93856], [1.51010, -0.57552, -2.45031], [0.28536, -0.82148, -1.89009], [-5.31959, -1.95782, -0.17167], [-4.70626, -3.65363, -1.87075], [-2.49119, -3.60893, -2.90774], [-3.70885, -0.22814, 0.47855], [-0.77932, -3.21481, -3.97355], [1.47447, -2.90975, -4.91185], [3.66121, -1.63290, -4.86450], [5.01621, 0.18684, -3.90557], [4.11077, 1.56018, -2.04100], [1.87208, 1.08067, -1.14137], [0.96694, -2.99615, -0.02947], [2.29258, -2.79546, 0.35733], [3.25386, -3.74641, -0.00195], [4.55027, -3.64781, 0.45681], [4.91652, -2.60575, 1.30399], [3.98384, -1.63863, 1.61839], [2.67707, -1.68391, 1.11604], [1.53697, -0.30264, 1.45665], [2.63077, 1.08093, 1.97404], [3.01504, 1.18065, 3.31328], [3.85185, 2.19942, 3.74602], [4.32933, 3.13845, 2.84626], [3.96780, 3.04724, 1.50981], [3.12710, 2.03131, 1.08248], [0.74787, -0.80301, 3.02627], [0.74979, -2.14716, 3.38964], [0.15081, -2.55878, 4.57307], [-0.45683, -1.63077, 5.40202], [-0.47865, -0.29022, 5.03664], [0.10811, 0.11974, 3.85272], [0.26641, -2.72583, 0.64730], [0.77680, -3.92621, -0.37119], [2.95737, -4.58493, -0.62133], [5.27456, -4.40050, 0.17418], [5.91973, -2.54347, 1.70133], [4.28451, -0.81122, 2.24620], [2.66198, 0.45608, 4.03327], [4.13090, 2.25332, 4.79002], [4.98093, 3.93430, 3.18188], [4.33307, 3.77515, 0.79740], [2.85533, 2.01431, 0.04272], [1.24717, -2.88365, 2.77106], [0.17070, -3.60517, 4.84711], [-0.91162, -1.94786, 6.33134], [-0.96314, 0.43918, 5.67237], [0.07131, 1.16701, 3.58167], [-3.22115, -0.03502, 3.58953], [-3.50008, -1.17130, 2.98847], [-1.40003, 0.19651, 1.33788], [-2.57724, -2.07804, 2.75542], [-4.74856, -1.41554, 2.62951]], "atomic_forces_ev_per_a": [[0.24, 0.26, 0.16], [0.11, -0.03, 0.02], [-0.11, 0.03, -0.01], [0.02, 0.00, 0.02], [0.02, -0.01, -0.04], [-0.07, 0.02, 0.02], [0.03, 0.03, -0.01], [0.16, 0.06, -0.07], [0.30, -0.23, 0.09], [-0.34, 0.34, -0.63], [0.12, -0.10, 0.24], [-0.71, -0.16, -0.09], [0.26, 0.19, 0.09], [-0.28, -0.10, -0.02], [0.03, 0.05, 0.05], [0.00, -0.04, -0.07], [0.01, 0.02, 0.01], [-0.02, 0.04, 0.11], [0.31, -0.25, -0.28], [0.01, 0.15, 0.08], [-0.03, 0.02, 0.01], [0.00, -0.01, 0.00], [0.00, 0.00, 0.00], [0.00, 0.01, -0.01], [0.00, -0.01, 0.02], [0.04, 0.07, -0.02], [0.00, 0.01, 0.00], [0.01, 0.01, 0.01], [0.00, 0.00, 0.01], [-0.01, -0.01, 0.02], [0.00, -0.02, 0.00], [0.01, -0.02, 0.00], [-0.02, 0.00, 0.03], [0.15, -0.06, -0.03], [-0.36, 0.16, 0.05], [0.02, -0.11, -0.10], [-0.07, -0.13, -0.04], [-0.05, 0.02, 0.09], [0.08, 0.02, -0.01], [0.07, -0.05, -0.07], [-0.08, -0.07, 0.01], [0.01, 0.10, 0.08], [0.06, -0.07, -0.08], [-0.05, 0.06, -0.02], [-0.07, -0.04, 0.17], [0.29, -0.05, 0.03], [0.00, 0.00, -0.01], [-0.01, 0.01, 0.02], [-0.01, 0.02, -0.02], [0.00, 0.02, 0.01], [0.01, -0.01, 0.01], [0.01, 0.01, -0.01], [0.00, 0.00, -0.01], [0.01, -0.01, 0.00], [0.01, 0.00, -0.01], [0.04, 0.06, -0.01], [-0.07, 0.07, 0.04], [-0.15, -0.25, 0.05], [-0.01, 0.06, 0.03], [0.04, 0.03, 0.03], [-0.02, -0.06, -0.06], [0.07, 0.13, -0.19], [0.22, 0.21, 0.01], [-0.07, 0.01, -0.13], [0.06, -0.07, 0.21], [0.01, -0.01, 0.01], [-0.03, -0.02, 0.01], [0.01, 0.02, -0.03], [0.01, -0.01, 0.05], [-0.04, -0.05, -0.01], [-0.11, -0.21, -0.12], [0.05, -0.01, 0.09], [-0.02, 0.01, 0.01], [0.01, 0.00, -0.01], [0.00, -0.01, 0.00], [-0.08, 0.05, -0.05], [-0.01, 0.02, 0.02], [0.01, 0.00, -0.02], [-0.01, -0.01, 0.01], [0.00, 0.00, 0.01], [0.01, 0.00, -0.01], [-0.01, 0.02, -0.01], [0.00, -0.01, 0.01], [0.00, -0.01, 0.00], [0.00, 0.00, 0.00], [-0.01, 0.00, -0.01], [-0.03, 0.00, -0.05], [0.03, 0.01, 0.04], [0.00, 0.00, 0.00], [-0.01, 0.00, 0.00], [0.00, 0.00, 0.00], [0.02, 0.02, -0.02], [0.04, 0.02, 0.02], [-0.12, -0.08, -0.10], [-0.03, -0.10, 0.34], [0.09, 0.02, 0.08], [0.01, 0.02, 0.01]], "mulliken_charge": [2.4851, -0.6718, 0.4749, -0.6688, -0.3528, -0.9940, -0.3362, 0.0708, 1.1684, -0.6827, -1.1494, 0.1349, -0.4483, 0.3212, -0.7248, -0.9261, -0.4974, -0.4226, 0.5654, -0.9866, 0.5030, 0.4681, 0.3947, 0.4428, 0.5247, 0.5884, 0.4836, 0.4407, 0.4661, 0.5086, -1.0387, -1.1773, -0.6437, 0.6034, -0.1445, -0.2762, 0.8386, -1.1578, -1.4507, 1.0472, -0.9381, -0.9796, -1.0332, -0.3440, 0.1462, 1.3083, 0.5281, 0.4239, 0.4393, 0.7121, 0.5677, 0.5245, 0.5067, 0.4226, 0.5571, 0.7085, -0.0245, 0.2315, -0.5048, -0.8361, -0.8902, -1.2425, 0.3957, 2.7905, -0.0884, -0.3266, -0.8717, -0.7285, -0.7819, -0.4113, 0.4826, -0.9568, -0.7688, -0.8047, -0.8326, 0.4104, 0.0065, 0.3476, 0.4300, 0.4191, 0.4718, 0.3747, 0.5262, 0.4859, 0.4171, 0.4754, 0.2261, 0.3962, 0.4617, 0.3895, 0.4633, 0.1414, -0.1331, 0.4714, -0.5890, -0.1436, -0.2100], "homo_lumo_gap_ev": 7.02, "total_charge": 1, "e_lumo_ev": -3.545}

***

Number 1: calculated total energy -183873.0721 eV. Number 2: calculated total energy -83818.1344 eV.